Record 1
A 2-piece molecular cluster, C3H10O3 overall. Source: OMol25; level of theory: wB97M-V/def2-TZVPD.

Atoms and positions in Å:
C (-1.58, 0.05, 0.49)
O (2.04, 0.53, 0.76)
H (-2.45, -0.05, -0.16)
C (-0.62, -1.94, -0.44)
C (1.65, 1.68, 0.09)
O (-0.43, -0.57, -0.17)
H (0.67, 0.77, -1.29)
O (1.34, 1.46, -1.25)
H (-1.50, -2.09, -1.09)
H (0.27, -2.29, -0.95)
H (-0.76, -2.51, 0.49)
H (-1.42, 1.11, 0.69)
H (2.51, 2.36, 0.11)
H (0.76, 2.11, 0.61)
H (-1.78, -0.49, 1.43)
H (1.32, -0.11, 0.67)

Calculated values
Lowest unoccupied orbital energy ... 0.736 eV
SMILES ... COC.OCO

***

Record 2
A 4-piece molecular cluster, C3H10O3S overall. Source: OMol25; level of theory: wB97M-V/def2-TZVPD.

Atoms and positions in Å:
H (0.31, -2.30, -1.64)
H (-0.35, 0.57, 0.56)
H (1.87, -0.26, -1.14)
H (3.94, -0.56, 1.53)
H (-3.08, -1.04, 1.19)
S (1.65, 1.73, 0.28)
O (3.34, -0.71, 0.79)
H (-3.27, 1.59, -0.21)
O (-2.20, -0.65, 1.10)
H (-0.44, 1.49, -1.07)
H (2.81, 0.12, 0.70)
C (0.20, 0.95, -0.39)
C (-0.05, -1.39, -1.11)
H (-0.95, -1.49, -0.53)
O (-2.40, 1.56, 0.18)
H (-2.18, 0.70, 0.73)
C (0.79, -0.30, -0.98)

Calculated values
Lowest unoccupied orbital energy ... -5.035 eV

***

Record 3
A 3-piece molecular cluster, C3H10O3S overall. Source: OMol25; level of theory: wB97M-V/def2-TZVPD.

Atoms and positions in Å:
H (0.58, -0.60, 3.67)
O (-0.08, 0.09, 3.61)
H (-0.07, 0.85, 0.02)
H (2.17, 1.50, 0.78)
O (2.38, -0.46, 1.24)
H (-1.39, 1.81, -2.63)
C (1.87, 0.45, 0.63)
C (0.77, 0.29, -0.38)
O (-2.05, 1.72, -3.32)
H (1.01, 0.83, -1.30)
H (0.40, -1.36, -1.77)
H (-0.90, -0.24, 4.00)
C (0.35, -1.12, -0.71)
H (0.93, -1.88, -0.19)
H (-1.70, -2.55, -0.62)
H (-2.86, 1.98, -2.86)
S (-1.40, -1.31, -0.19)

Calculated values
Lowest unoccupied orbital energy ... 0.614 eV
SMILES ... O=CCCS.O.O

***

Record 4
A 3-piece molecular cluster, C3H10O5 overall. Source: OMol25; level of theory: wB97M-V/def2-TZVPD.

Atoms and positions in Å:
H (1.64, -3.14, 1.88)
O (2.52, 0.25, -0.75)
O (-0.33, 2.98, -1.10)
H (0.10, -0.37, 0.54)
O (1.55, -3.10, 0.93)
H (-1.16, 0.60, -1.81)
H (2.00, -0.24, -0.10)
H (0.57, 3.01, 1.18)
H (0.75, -2.58, 0.88)
C (-0.42, 2.04, -0.32)
H (-2.15, -1.67, -0.54)
H (-1.49, -0.16, 1.25)
C (-1.25, 0.84, -0.69)
O (-1.21, -1.53, -0.32)
C (-1.02, -0.32, 0.30)
H (2.17, -0.11, -1.59)
H (-2.31, 1.30, -0.63)
O (0.03, 2.20, 0.91)

Calculated values
⟨S²⟩ ... 0.757
Charge ... +1
Lowest unoccupied orbital energy (spin up / spin down) ... -4.965 / -10.070 eV
2S+1 ... 2

***

Record 5
A 2-piece molecular cluster, C3H10OS overall. Source: OMol25; level of theory: wB97M-V/def2-TZVPD.

Atoms and positions in Å:
H (0.55, 2.24, -4.21)
C (-0.12, -0.59, 0.37)
H (1.77, 2.98, -3.49)
C (-0.78, -0.18, 1.64)
S (-2.00, 1.23, 1.61)
H (-1.27, -0.97, 2.23)
H (-1.01, 2.09, 1.86)
H (0.68, -2.42, 1.32)
O (0.88, 2.62, -3.39)
H (-0.04, 0.09, 2.41)
C (0.44, -1.99, 0.35)
H (0.67, 0.12, 0.10)
H (-0.26, -2.69, -0.13)
H (-0.85, -0.45, -0.44)
H (1.35, -2.08, -0.25)

Calculated values
⟨S²⟩ ... 0.750
Charge ... -1
Lowest unoccupied orbital energy (spin up / spin down) ... 3.128 / 3.137 eV
2S+1 ... 2

***

Record 6
C3H10OS as an isolated structure. Source: OMol25; level of theory: wB97M-V/def2-TZVPD.

Atoms and positions in Å:
O (-1.70, 2.12, -0.56)
H (-1.95, -1.57, 1.38)
H (-1.70, 2.28, -1.51)
H (-0.31, -1.35, 0.35)
S (1.05, 0.63, 0.19)
C (2.82, 0.29, 0.38)
H (-0.84, 1.70, -0.38)
H (3.12, 0.22, 1.43)
H (-1.07, -0.53, -1.37)
H (3.39, 1.08, -0.10)
H (-1.54, 0.16, 1.00)
H (-1.63, -2.26, -0.75)
C (-1.53, -0.87, 0.65)
H (3.10, -0.64, -0.12)
C (-1.22, -1.26, -0.59)

Calculated values
Lowest unoccupied orbital energy ... -0.863 eV

***

Record 7
A 2-piece molecular cluster, C3H10OS2 overall. Source: OMol25; level of theory: wB97M-V/def2-TZVPD.

Atoms and positions in Å:
H (-3.45, -0.58, -1.01)
S (0.60, 0.67, -0.16)
H (-3.81, 0.88, -1.97)
H (1.26, -1.61, 1.09)
S (1.97, -0.93, 0.20)
H (-1.20, 0.79, -2.54)
H (-1.46, -0.64, 0.22)
H (0.70, 0.46, 2.33)
C (-1.72, 0.60, -1.61)
H (-3.27, -0.60, -2.74)
O (0.78, 0.22, 3.26)
C (-0.93, -0.27, -0.64)
H (-1.91, 1.56, -1.11)
H (0.04, 0.68, 3.64)
C (-3.14, 0.02, -1.86)
H (-0.50, -1.10, -1.20)

Calculated values
Lowest unoccupied orbital energy ... 0.333 eV
SMILES ... CCCSS.O

***

Record 8
A 2-piece molecular cluster, C3H10OS2 overall. Source: OMol25; level of theory: wB97M-V/def2-TZVPD.

Atoms and positions in Å:
H (-1.18, -0.75, 1.60)
H (1.24, -0.54, 1.97)
H (-0.59, -0.26, -2.80)
H (-1.74, 1.79, 1.19)
H (-0.41, -0.74, -0.01)
H (0.33, 0.92, 2.46)
C (-1.51, 1.04, 0.41)
H (2.99, -1.91, -2.08)
H (-2.48, 0.69, -0.01)
S (-1.40, 0.82, -2.71)
H (1.21, 0.90, 0.90)
H (1.77, -2.32, -1.21)
C (-0.65, -0.11, 0.87)
C (0.61, 0.29, 1.60)
S (-0.80, 2.00, -1.00)
O (2.62, -1.82, -1.18)

Calculated values
Lowest unoccupied orbital energy ... 0.159 eV
SMILES ... CCCSS.O

***

Record 9
A 2-piece molecular cluster, C3H10OS2 overall. Source: OMol25; level of theory: wB97M-V/def2-TZVPD.

Atoms and positions in Å:
H (-1.15, 0.58, 2.59)
O (4.57, -0.66, -0.93)
H (-1.73, 0.82, -1.31)
S (0.41, 0.56, -0.21)
C (-2.20, 0.56, 2.25)
H (3.85, -1.22, -0.57)
H (-0.37, -1.40, -1.14)
H (-1.64, 1.99, 0.04)
H (-2.80, 0.02, 3.00)
S (-2.49, -0.13, 0.65)
C (0.46, -0.73, -1.41)
H (-2.56, 1.60, 2.20)
H (1.40, -1.31, -1.39)
H (0.29, -0.37, -2.44)
H (5.33, -1.27, -1.05)
C (-1.39, 0.96, -0.26)

Calculated values
Lowest unoccupied orbital energy ... 0.613 eV
SMILES ... CSCSC.O

***

Record 10
A 2-piece molecular cluster, C3H10OS2 overall. Source: OMol25; level of theory: wB97M-V/def2-TZVPD.

Atoms and positions in Å:
H (-2.42, 1.53, 1.41)
S (-2.18, -0.30, -0.25)
H (4.54, -0.39, -2.13)
C (3.25, 0.61, -0.69)
H (-3.59, 1.60, 0.04)
H (3.40, -0.04, 0.18)
H (3.21, 2.20, 0.48)
H (4.48, 1.35, -2.35)
O (2.87, 1.95, -0.38)
S (-1.89, -1.81, 1.15)
H (-0.60, -1.96, 0.81)
C (4.46, 0.56, -1.60)
H (5.35, 0.70, -0.97)
H (2.35, 0.21, -1.16)
H (-3.78, 0.47, 1.39)
C (-3.06, 0.96, 0.74)

Calculated values
Lowest unoccupied orbital energy ... 0.561 eV
SMILES ... CCO.CSS

***

Record 11
A 2-piece molecular cluster, C3H10OS3Si overall. Source: OMol25; level of theory: wB97M-V/def2-TZVPD.

Atoms and positions in Å:
C (-0.59, 1.44, 1.10)
H (-1.56, 1.90, 1.02)
S (-2.16, -1.48, 0.84)
H (2.45, -0.74, -0.67)
H (1.39, -1.71, -1.62)
H (-0.84, -1.04, 1.03)
H (-0.49, 1.21, 2.10)
H (1.79, -2.42, -0.16)
H (1.91, 1.57, 0.29)
Si (0.67, 1.09, -0.18)
S (-2.39, -0.01, -1.80)
H (-4.62, -0.23, 1.39)
O (0.69, -0.60, 0.01)
H (0.40, 1.35, -1.71)
S (-4.27, 0.69, 0.35)
C (-2.80, -0.17, -0.11)
H (-1.37, -1.01, -1.83)
C (1.63, -1.41, -0.65)

Calculated values
⟨S²⟩ ... 2.008
Lowest unoccupied orbital energy (spin up / spin down) ... 0.527 / -0.769 eV
2S+1 ... 3

***

Record 12
One molecule with the formula C3H10OSi. Source: OMol25; level of theory: wB97M-V/def2-TZVPD.

Atoms and positions in Å:
O (-0.56, 0.91, 0.62)
C (-1.76, 1.50, 0.19)
H (1.92, 0.57, 1.11)
H (-2.02, 2.17, 0.86)
C (0.46, -0.80, -1.59)
H (-2.72, 0.94, -0.03)
H (2.35, -1.20, 0.80)
H (0.60, -1.92, -1.58)
Si (0.00, -0.61, 0.28)
C (1.61, -0.44, 1.20)
H (-1.46, 2.04, -0.74)
H (1.49, -0.68, 2.28)
H (-0.99, -1.42, 1.00)
H (-0.25, -0.86, -2.45)
H (1.33, -0.21, -1.95)

Calculated values
Lowest unoccupied orbital energy ... 0.976 eV
SMILES ... CO[SiH](C)C

***

Record 13
A 2-piece molecular cluster, C3H10S overall. Source: OMol25; level of theory: wB97M-V/def2-TZVPD.

Atoms and positions in Å:
S (1.68, 0.36, -0.82)
H (1.93, -2.08, -0.58)
C (2.51, -1.27, -1.00)
C (-2.37, 0.27, 0.68)
H (1.75, 0.63, -2.13)
H (2.52, -1.58, -2.04)
H (-2.96, -0.03, 1.54)
C (-1.09, 1.03, 1.10)
H (-1.39, 1.61, 1.97)
H (-0.68, 1.69, 0.35)
H (-2.92, 0.82, -0.08)
H (3.50, -1.11, -0.60)
H (-0.41, 0.29, 1.48)
H (-2.07, -0.64, 0.14)

Calculated values
Lowest unoccupied orbital energy ... 0.903 eV
SMILES ... CC.CS

***

Record 14
C3H11AlN as an isolated structure. Source: OMol25; level of theory: wB97M-V/def2-TZVPD.

Atoms and positions in Å:
H (0.84, -2.14, -0.11)
H (-0.19, 0.59, -2.61)
N (1.13, 1.90, 1.21)
H (2.19, 0.16, -1.51)
C (0.14, 1.72, 0.11)
H (1.31, 1.01, 1.66)
C (-1.20, -1.62, 0.43)
C (0.00, -1.60, -0.55)
H (0.75, 2.53, 1.92)
Al (0.59, 0.24, -1.22)
H (-1.23, -0.71, 1.04)
H (0.13, 2.66, -0.46)
H (-0.88, 1.62, 0.51)
H (-0.28, -2.18, -1.44)
H (-2.14, -1.72, -0.10)
H (-1.15, -2.47, 1.12)

Calculated values
Charge ... -1
Lowest unoccupied orbital energy ... 4.104 eV